No. 1
73
Properties=species:S:1:pos:R:3 method="wB97M-V/def2-TZVPD" total_energy_ha=-2696.29832 gap_ev="3.9 / 3.8" charge=-2
Ir -0.15667 0.15479 0.22023
O -0.85815 5.39771 5.14976
C -0.44295 5.51826 4.00710
O 0.02464 6.45425 3.36727
C -0.50381 4.18625 3.13397
C -0.99439 4.25265 1.83830
C -0.93718 3.11837 1.04221
N -0.39545 2.00267 1.48775
C 0.05545 1.91687 2.72478
C 0.00536 2.99137 3.60897
C 0.69983 0.56710 3.10864
O 1.16856 0.43538 4.22512
O 0.67909 -0.29612 2.18511
H -1.39571 5.17537 1.44898
H -1.29735 3.10896 0.02482
H 0.37528 2.85758 4.61511
O -4.57800 0.99352 -0.31103
C -3.45029 0.53118 -0.44667
O -2.50153 0.61681 0.36936
C -3.18384 -0.24723 -1.74990
C -4.21392 -0.85734 -2.41309
C -3.96092 -1.62605 -3.56611
C -2.64648 -1.89039 -3.94467
C -1.58711 -1.29756 -3.26577
C -1.83645 -0.31250 -2.22309
O -0.91607 0.43051 -1.77645
N -0.31724 -1.67270 -3.57572
O -0.01365 -2.66185 -4.28883
O 0.73397 -1.04401 -2.90759
N -5.01425 -2.18218 -4.30890
O -6.17387 -1.96544 -3.95663
O -4.73935 -2.86520 -5.29859
H -5.22093 -0.75002 -2.03935
H -2.43875 -2.56523 -4.76037
O 1.04106 2.18364 -0.78518
N 2.27056 2.45410 -0.69367
C 2.80210 2.87598 0.47324
C 4.12043 3.24128 0.57740
C 4.94714 3.17568 -0.53334
C 4.39742 2.72156 -1.72286
C 3.07112 2.36582 -1.77603
H 2.12864 2.89487 1.31475
H 4.49600 3.56801 1.53409
H 5.98851 3.44766 -0.46537
H 5.00209 2.64042 -2.61386
H 2.59105 1.99199 -2.66711
C 3.58040 -3.12050 1.08593
C 4.63285 -2.43378 0.21978
C 3.99567 -1.80935 -1.03269
C 5.03963 -1.09565 -1.91395
C 4.43836 -0.70367 -3.26107
C 3.40384 -2.91129 -1.88769
O 4.06247 -3.83930 -2.31673
N 2.09802 -2.77354 -2.19751
C 1.21393 -1.74376 -1.73985
O 0.12941 -2.41818 -1.12752
N 1.74109 -0.78534 -0.88307
C 3.01595 -0.72781 -0.53006
O 3.47334 0.16208 0.17528
H 4.04458 -3.59361 1.95119
H 3.05368 -3.87936 0.50904
H 2.84755 -2.39724 1.43945
H 5.38897 -3.15456 -0.10297
H 5.11048 -1.63982 0.79686
H 5.89657 -1.75954 -2.05678
H 5.36484 -0.20006 -1.38320
H 4.35638 -1.57023 -3.91396
H 5.05346 0.04419 -3.75757
H 3.44044 -0.29591 -3.11632
H 1.68785 -3.40586 -2.88003
N -1.31260 -2.38284 0.65128
C -0.50380 -1.80110 -0.08491
H -1.50817 -3.37068 0.51718

No. 2
66
Properties=species:S:1:pos:R:3 method="wB97M-V/def2-TZVPD" total_energy_ha=-7566.98019 gap_ev=6.6 charge=-1 relative_energy_ev=0.8137
Bi 0.21446 -0.80199 0.23772
C 0.15863 6.56741 -1.26246
O 1.51816 6.23902 -0.91901
C 1.82341 4.94787 -0.62413
C 3.19138 4.65186 -0.64107
C 3.63490 3.34537 -0.47843
C 2.69400 2.32784 -0.54004
C 3.17278 0.95926 -0.67666
C 4.68632 0.70094 -0.58851
O 2.38949 0.01187 -0.85839
C 1.30465 2.59479 -0.32220
O 0.38810 1.73182 0.02630
C 0.89777 3.95382 -0.41903
H 0.15364 7.59147 -1.65417
H -0.51440 6.43892 -0.39982
H -0.12696 5.86459 -2.08244
H 3.92877 5.45631 -0.75100
H 4.66418 3.09732 -0.31235
H 5.06505 1.12520 0.33434
H 5.23930 1.15135 -1.38160
H 4.81692 -0.36999 -0.49398
H -0.17662 4.14147 -0.36798
Br -3.91700 -3.52183 1.72637
C -3.02495 -2.35915 2.93328
C -3.50539 -1.92870 4.18355
C -2.79112 -0.98650 4.87228
Br -3.38094 -0.64896 6.66655
C -1.67981 -0.23841 4.33513
C -1.14148 1.01901 4.82592
C -0.05587 1.60595 4.12997
C 0.48978 0.92151 3.03383
N -0.03680 -0.21823 2.53846
C -1.14927 -0.74872 3.15427
C -1.81478 -1.82109 2.39105
O -1.24956 -2.34232 1.33961
H -4.40431 -2.36424 4.64470
H -1.62704 1.39422 5.70685
H 0.39020 2.56565 4.43634
H 1.43068 1.26966 2.58209
C 0.17884 -4.19563 -2.54546
C 1.06622 -4.57406 -1.42142
C 1.87026 -5.72836 -1.44267
C 2.71315 -5.87648 -0.35765
N 2.87553 -4.94285 0.57656
C 2.13164 -3.80779 0.44427
S 2.45692 -2.47594 1.54616
N 1.18616 -3.64627 -0.48107
H 0.38991 -3.19707 -2.94466
H -0.85032 -4.11607 -2.20008
H 0.26222 -4.97060 -3.32407
H 1.76830 -6.45672 -2.25638
H 3.37816 -6.68731 -0.24674
C -2.54789 -0.53777 -4.42959
N -2.76876 -0.42343 -2.97536
C -4.00278 0.01839 -2.53008
C -4.16519 0.37283 -1.25143
C -3.03792 0.21239 -0.30463
O -3.14384 0.46701 0.90304
N -1.87005 -0.31961 -0.82979
C -1.67776 -0.63003 -2.11019
O -0.57016 -1.07065 -2.48345
H -2.84454 0.39628 -4.94093
H -3.11311 -1.36941 -4.87773
H -1.51000 -0.66664 -4.55746
H -4.71004 0.11428 -3.36590
H -5.12121 0.78713 -0.91861

No. 3
74
Properties=species:S:1:pos:R:3 method="wB97M-V/def2-TZVPD" total_energy_ha=-3379.95426 gap_ev="8.9 / 6.2" charge=0 relative_energy_ev=1.3582 spin_multiplicity=5
Pd 0.02137 -0.45424 -0.58405
C 2.44787 5.61456 -0.51475
C 1.57127 4.46416 -0.14035
C 1.48057 4.01006 1.17205
C 0.68467 2.93206 1.49045
C -0.05413 2.25726 0.50535
N -0.80443 1.15426 0.83015
C -1.90333 1.21166 1.57175
C -2.41543 2.47956 1.96675
C -3.58263 2.60616 2.66215
C -4.34303 1.47906 2.97475
C -5.67393 1.60306 3.63575
C -3.85203 0.22446 2.60665
C -2.64653 0.05436 1.94955
C -2.18743 -1.36844 1.59575
O -0.97163 -1.57844 1.05365
C -3.25193 -1.98284 0.63255
F -3.48253 -1.17544 -0.39845
F -4.44193 -2.25524 1.19025
F -2.81193 -3.15124 0.13625
C -2.10783 -2.22914 2.89475
F -1.73853 -3.48264 2.60185
F -1.16463 -1.72864 3.70335
F -3.21523 -2.33744 3.63745
C 0.01787 2.73516 -0.81745
C 0.82767 3.81526 -1.12045
C -0.78073 1.99776 -1.90335
O -1.45903 0.91816 -1.49175
C -1.83013 2.96526 -2.51825
F -1.33473 4.12946 -2.97325
F -2.72563 3.28806 -1.58095
F -2.48143 2.41676 -3.53785
C 0.25077 1.53806 -2.98195
F -0.15413 0.44396 -3.62455
F 0.57067 2.45086 -3.90085
F 1.40127 1.18076 -2.36215
H 2.71467 6.20966 0.35435
H 1.95077 6.24646 -1.24715
H 3.36727 5.24426 -0.96835
H 2.04077 4.50226 1.95325
H 0.62157 2.57606 2.50825
H -1.86103 3.35476 1.66845
H -3.92703 3.58836 2.94435
H -5.74643 2.51086 4.23045
H -5.87743 0.74146 4.26625
H -6.45463 1.64246 2.87435
H -4.46803 -0.62374 2.86355
H 0.88917 4.17636 -2.13695
N 1.67987 -0.37234 1.34525
N 2.90107 -0.14644 0.67725
C 3.07487 -0.77374 -0.57855
O 4.20877 -0.93294 -0.98605
O 2.01077 -1.13334 -1.17625
H 1.49127 0.37206 2.01075
H 1.62997 -1.27904 1.81975
H 3.75177 -0.12264 1.23735
N -0.00523 -4.09634 -0.69255
C 0.27297 -3.28484 -1.70745
S -0.94393 -2.20794 -2.26845
N 1.39597 -3.33524 -2.42545
C 2.67717 -3.83974 -2.14515
C 3.58057 -3.84454 -3.20765
C 4.87527 -4.28574 -3.02525
C 5.28817 -4.73234 -1.78125
C 4.40197 -4.70564 -0.71935
C 3.10257 -4.25924 -0.89025
H -0.84673 -3.91604 -0.16475
H 0.62717 -4.81664 -0.38315
H 1.40327 -2.65564 -3.18185
H 3.26087 -3.48074 -4.17295
H 5.56727 -4.26714 -3.85305
H 6.29947 -5.07904 -1.63605
H 4.72607 -5.02114 0.26055
H 2.45977 -4.17954 -0.02705